19
Properties=species:S:1:pos:R:3:forces:R:3:lowdin_charge:R:1 method="wB97M-V/def2-TZVPD" smiles="CB(O)C1=CCCC1" de_lowest_kcal_mol=16.93 charge=0 total_energy_ev=-9123.956 fmax_ev_per_a=4.410
B 1.72444 -0.28459 0.03450 -0.850 1.645 0.790 -0.50
C -0.71879 -1.46743 0.06427 2.556 -1.193 0.829 -0.12
C 0.17087 -0.48926 0.16316 -1.118 2.900 -1.467 -0.02
C -2.11646 -1.19626 -0.14158 0.408 2.680 1.148 -0.15
C -0.77135 0.89342 -0.22388 1.627 -3.455 2.206 -0.12
C -2.05774 0.33144 0.22517 -3.085 -0.109 -1.529 -0.22
C 2.21471 1.25222 0.03446 0.832 1.150 0.979 -0.04
O 2.60189 -1.29340 -0.03062 -1.077 -1.459 0.090 0.18
H -0.41120 -2.46291 0.22762 0.455 -1.318 -0.076 0.10
H -2.31571 -1.33970 -1.17091 -0.881 -0.415 -1.084 0.11
H -2.69024 -1.77137 0.56286 -0.784 -0.250 -0.182 0.11
H -0.42941 1.76926 0.27701 0.051 0.666 0.073 0.09
H -0.71202 0.86001 -1.24214 0.384 0.883 -2.935 0.08
H -3.01749 0.85959 -0.02667 0.956 -0.210 -0.120 0.12
H -1.96715 0.36865 1.24547 -0.332 -0.059 2.849 0.08
H 3.34385 1.36727 -0.14821 -1.618 -0.024 -0.268 0.07
H 2.12686 1.74703 1.09208 -0.173 -1.127 -1.594 0.10
H 1.56738 1.92766 -0.61151 1.186 -0.821 0.517 0.06
H 3.45754 -1.07165 -0.33108 1.464 0.516 -0.224 0.08